# 1
The following is a quantum chemistry calculation of the molecule C5H9N at a distorted geometry, from the Open Molecules 2025 dataset.

Geometry as XYZ:
```
15
Properties=species:S:1:pos:R:3:forces:R:3:mulliken_charge:R:1
C -0.02475 2.23756 0.41263 0.0 -0.1 1.1 -0.91
C 0.60293 1.06887 0.63882 -1.6 0.3 0.3 0.50
N 1.23724 0.71285 1.86517 0.4 0.0 -1.1 -0.65
C 0.49381 -0.07222 -0.28366 -0.2 -0.4 0.1 -0.66
C -0.61486 -0.60654 -0.79937 0.1 -0.2 1.0 0.10
C -0.65751 -1.96372 -1.46779 -0.6 1.5 -0.7 -1.08
H 0.18993 3.07886 1.06312 -0.3 -0.1 0.2 0.34
H -0.98503 2.25614 -0.09687 0.8 0.2 -1.0 0.22
H 1.24734 -0.29972 1.87723 0.4 0.1 0.3 0.29
H 0.70059 1.02627 2.65622 0.0 0.3 0.1 0.26
H 1.46967 -0.53727 -0.38613 0.0 -0.4 -0.4 0.37
H -1.55675 -0.14679 -0.50969 0.0 0.1 -0.3 0.31
H 0.22627 -2.47205 -1.11115 0.0 -0.7 -0.5 0.34
H -1.60921 -2.47636 -1.30049 0.4 -0.1 0.6 0.30
H -0.71968 -1.80588 -2.55804 0.7 -0.3 0.2 0.26
```
Positions in Å, forces in eV/Å.

Output
- HOMO-LUMO gap: 9.17 eV
- Energy above the lowest of the compared OMol25 structures with the same formula, charge and spin: 42.0 kcal/mol
- F_max: 1.8 eV Å⁻¹
- Structure (SMILES): C=C(N)/C=C/C
- Lowest unoccupied orbital energy: 1.07 eV

=====

# 2
The following is a quantum chemistry calculation of a structure of composition C4H4LuO5 at a distorted geometry, from the Open Molecules 2025 dataset.

Geometry as XYZ:
```
14
Properties=species:S:1:pos:R:3:forces:R:3:mulliken_charge:R:1
O 0.87421 -0.57040 1.62852 0.5 -4.4 -0.5 -0.62
C -0.82049 -0.15621 2.29470 -1.2 5.5 -3.9 0.11
O -1.01535 0.94795 1.80959 -0.8 -6.3 4.4 -0.21
Lu -0.04909 -2.48031 1.58062 0.4 5.9 -2.2 1.76
O -0.68159 0.37896 -1.40664 1.2 0.2 0.4 -0.30
C -1.36910 -0.80700 -1.53447 -4.3 1.4 0.5 0.68
C 0.63818 0.42760 -0.89351 -1.8 0.5 -1.4 -0.58
O -2.54031 -0.66249 -1.89713 2.2 -0.4 0.0 -0.57
O -0.85048 -1.87423 -1.10244 2.2 -2.2 2.6 -0.74
C 0.84962 0.97067 0.52335 2.2 1.3 -0.9 0.14
H 1.18844 1.06436 -1.60156 -0.4 0.1 0.4 0.39
H 1.14832 -0.53736 -1.02535 0.0 0.0 0.8 0.30
H 1.14648 1.48225 1.45668 -3.2 -0.4 0.8 0.36
H 1.48115 1.81621 0.16763 2.9 -1.1 -0.9 0.28
```
Positions in Å, forces in eV/Å.

Output
- HOMO-LUMO gap: 4.93 eV
- Net charge: +1
- Energy above the lowest of the compared OMol25 structures with the same formula, charge and spin: 206.1 kcal/mol
- F_max: 7.7 eV Å⁻¹
- Lowest unoccupied orbital energy: -7.30 eV

=====

# 3
The following is a quantum chemistry calculation of the ion C4H7N4O with charge +1 at a distorted geometry, from the Open Molecules 2025 dataset.

Geometry as XYZ:
```
16
Properties=species:S:1:pos:R:3:forces:R:3:mulliken_charge:R:1
C -2.28661 -0.18483 -0.47558 -1.4 -1.0 0.5 -1.06
C -1.37099 0.86284 0.21285 -2.4 1.9 -2.4 -0.18
N -0.06417 0.33276 0.40034 5.0 -0.9 -0.4 1.15
N 0.97703 1.21006 0.14843 -3.0 -0.7 -0.5 -0.67
C 2.21610 1.00863 0.10535 2.5 -0.2 0.7 0.56
N 3.39486 1.18709 0.17516 -3.8 0.3 0.5 -0.28
N 0.03382 -0.89059 0.71625 -0.8 1.6 -0.8 -0.62
C 1.04828 -1.73488 0.14840 2.0 2.0 -0.1 0.20
O 2.04961 -1.35661 -0.42242 -1.6 -0.6 0.7 -0.44
H -2.11771 -0.36694 -1.58237 0.5 0.0 1.5 0.32
H -2.28751 -1.13605 0.19892 -0.1 1.6 -1.7 0.31
H -3.34704 0.20606 -0.49355 1.2 -0.2 0.4 0.37
H -1.70595 0.99414 1.23498 -0.5 0.7 0.1 0.29
H -1.37538 1.84453 -0.49145 0.5 -2.1 2.3 0.30
H 4.17671 0.72973 -0.17171 1.8 -0.8 -0.7 0.31
H 0.65897 -2.70595 0.29639 0.2 -1.6 -0.2 0.42
```
Positions in Å, forces in eV/Å.

Output
- HOMO-LUMO gap: 8.29 eV
- Net charge: +1
- Energy above the lowest of the compared OMol25 structures with the same formula, charge and spin: 99.0 kcal/mol
- F_max: 5.1 eV Å⁻¹
- Structure (SMILES): CC/[N+](N=C=N)=N/C=O
- Lowest unoccupied orbital energy: -7.03 eV